(1)
Molecular formula: C30H58Cl42INO4
Method: DFT, ωB97M-V/def2-TZVPD

Structure (ORCA input):
```
! RIJCOSX wB97M-V def2-TZVPD def2/J DEFGRID3
* xyz 0 1
O 2.241 -5.495 6.217
C 1.846 -4.738 5.294
O 2.262 -4.922 3.942
C 3.280 -3.895 3.679
C 3.585 -3.735 2.094
C 4.174 -2.275 1.757
C 5.507 -1.949 2.621
N 5.186 -0.876 3.664
C 5.643 -1.409 4.983
C 5.741 -0.336 6.166
C 4.336 0.103 6.797
I 3.008 1.152 5.425
C 5.959 0.293 3.222
O 5.316 1.303 2.824
O 7.382 0.378 3.263
H 1.167 -3.829 5.498
H 2.905 -2.892 4.083
H 4.289 -4.162 4.170
H 2.638 -3.892 1.476
H 4.313 -4.571 1.826
H 3.417 -1.467 2.025
H 4.448 -2.255 0.644
H 6.354 -1.547 1.950
H 5.895 -2.912 3.093
H 6.652 -1.960 4.892
H 4.872 -2.207 5.300
H 6.327 0.609 5.921
H 6.325 -0.854 7.018
H 4.579 0.854 7.638
H 3.803 -0.767 7.333
H 7.547 1.357 3.289
C -1.221 -3.215 3.140
Cl -0.417 -2.066 4.215
Cl -2.975 -2.975 3.143
H -0.847 -3.074 2.128
H -1.002 -4.225 3.478
C -4.369 -3.649 -0.128
Cl -3.657 -4.927 -1.118
Cl -4.901 -2.288 -1.123
H -5.227 -4.052 0.408
H -3.624 -3.298 0.582
C -0.647 -1.180 -0.252
Cl 0.542 -2.336 0.367
Cl -0.731 0.255 0.776
H -0.359 -0.879 -1.258
H -1.626 -1.657 -0.276
C -1.637 -0.252 -4.086
Cl -0.447 -1.408 -3.469
Cl -1.723 1.184 -3.059
H -1.350 0.048 -5.089
H -2.618 -0.731 -4.110
C -7.606 0.241 0.585
Cl -7.453 -1.459 1.041
Cl -6.948 0.533 -1.030
H -8.660 0.516 0.592
H -7.061 0.851 1.304
C -0.869 3.078 -6.366
Cl -1.059 4.335 -7.596
Cl -1.444 1.512 -6.956
H 0.186 2.993 -6.105
H -1.444 3.355 -5.484
C 10.277 2.079 5.014
Cl 9.074 2.867 3.984
Cl 9.800 2.140 6.714
H 10.374 1.038 4.710
H 11.231 2.590 4.895
C 2.721 5.016 5.642
Cl 1.505 5.792 4.617
Cl 2.245 5.058 7.343
H 2.833 3.979 5.331
H 3.668 5.542 5.526
C 0.758 -3.776 -5.850
Cl 0.564 -2.516 -7.075
Cl 0.181 -5.338 -6.445
H 1.813 -3.863 -5.595
H 0.187 -3.501 -4.966
C -2.912 -7.213 2.349
Cl -1.694 -6.010 1.912
Cl -3.964 -7.582 0.978
H -2.412 -8.127 2.667
H -3.516 -6.820 3.165
C -6.172 -1.994 4.703
Cl -6.543 -3.272 3.540
Cl -7.531 -0.878 4.885
H -5.955 -2.447 5.669
H -5.303 -1.439 4.353
C -4.380 3.658 -6.135
Cl -5.668 4.773 -5.663
Cl -3.776 2.755 -4.741
H -4.771 2.955 -6.870
H -3.561 4.228 -6.570
C 1.963 -9.019 6.065
Cl 0.392 -9.305 5.306
Cl 2.861 -10.529 6.262
H 2.541 -8.342 5.440
H 1.805 -8.572 7.045
C -1.013 5.956 1.684
Cl -1.199 4.254 1.253
Cl -2.549 6.821 1.542
H -0.662 6.025 2.712
H -0.286 6.414 1.014
C -5.062 6.947 -0.965
Cl -4.351 5.702 -2.000
Cl -5.626 8.324 -1.920
H -5.906 6.520 -0.427
H -4.310 7.292 -0.257
C -2.496 -0.087 -10.697
Cl -3.779 1.030 -10.218
Cl -1.893 -1.000 -9.309
H -2.890 -0.784 -11.434
H -1.674 0.482 -11.129
C 1.750 9.747 5.022
Cl 2.969 10.947 4.576
Cl 0.691 9.372 3.657
H 2.252 8.834 5.340
H 1.148 10.141 5.839
C -4.558 -1.068 -6.717
Cl -5.847 0.050 -6.254
Cl -3.957 -1.968 -5.317
H -4.948 -1.773 -7.449
H -3.737 -0.501 -7.152
C -8.112 7.242 -6.041
Cl -9.345 8.032 -7.032
Cl -8.566 7.248 -4.332
H -7.998 6.211 -6.373
H -7.169 7.773 -6.158
C 2.564 3.416 -3.629
Cl 1.548 2.221 -2.814
Cl 2.121 3.581 -5.335
H 2.440 4.379 -3.138
H 3.604 3.099 -3.564
C 3.555 -4.671 -8.640
Cl 3.611 -3.884 -10.222
Cl 5.181 -4.893 -7.981
H 2.977 -4.050 -7.956
H 3.080 -5.644 -8.746
*
```

Calculated values
HOMO: -9.270 eV
calculated total energy: -575770.9350 eV
lowest unoccupied orbital energy: 0.005 Eh

=====

(2)
Molecular formula: C30H58FN3O16P3
Method: DFT, ωB97M-V/def2-TZVPD

Structure (ORCA input):
```
! RIJCOSX wB97M-V def2-TZVPD def2/J DEFGRID3
* xyz 1 1
C -2.461 4.218 1.395
C -1.437 3.654 0.742
C -0.491 4.388 -0.244
C -0.672 3.722 -1.709
C -1.676 2.500 -1.763
C -1.791 1.844 -3.207
P -1.131 5.111 -2.898
O -2.389 4.862 -3.666
C 0.784 3.117 -1.788
P 1.506 1.892 -3.037
N 1.320 0.267 -2.410
O 3.162 2.245 -3.190
N 1.590 3.541 -0.847
C 1.019 4.542 0.098
C 1.708 5.878 -0.458
O 1.134 6.571 -1.242
N 3.020 6.303 0.009
C 4.035 5.344 -0.309
O 4.472 4.558 0.426
F 4.535 5.299 -1.600
P 1.613 4.503 1.913
O 1.320 6.038 2.526
O 0.835 3.300 2.780
H -2.632 5.311 1.477
H -3.220 3.550 1.857
H -1.283 2.564 0.915
H -0.903 5.426 -0.270
H -2.710 2.803 -1.480
H -1.288 1.698 -1.091
H -1.440 2.523 -4.020
H -1.121 0.948 -3.251
H -2.848 1.537 -3.338
H -0.083 5.397 -3.834
H -1.332 6.320 -2.156
H 2.184 -0.217 -2.681
H 1.191 0.272 -1.395
H 3.668 1.922 -2.417
H 2.546 3.180 -0.895
H 3.249 7.219 -0.395
H 0.460 6.340 2.166
H 0.331 3.762 3.485
O 5.107 -1.085 -3.324
C 5.402 -0.765 -4.450
O 4.431 -0.544 -5.349
C 4.641 0.028 -6.648
C 5.022 -1.033 -7.659
C 6.841 -0.694 -4.890
H 5.365 0.844 -6.604
H 3.689 0.476 -6.937
H 5.965 -1.515 -7.398
H 5.121 -0.596 -8.654
H 4.263 -1.816 -7.691
H 7.174 -1.689 -5.184
H 7.440 -0.351 -4.048
H 7.020 0.008 -5.701
O -3.181 0.444 -1.146
C -3.293 -0.362 -0.255
O -3.534 0.076 0.990
C -3.870 -0.765 2.104
C -2.623 -1.291 2.778
C -3.074 -1.831 -0.495
H -4.556 -1.559 1.805
H -4.418 -0.133 2.804
H -2.036 -1.918 2.105
H -2.877 -1.878 3.660
H -1.979 -0.462 3.082
H -2.008 -2.050 -0.437
H -3.431 -2.071 -1.494
H -3.620 -2.476 0.190
O -0.540 1.539 5.017
C -0.437 0.711 5.889
O -1.460 -0.118 6.145
C -1.379 -1.259 7.015
C -1.631 -0.865 8.456
C 0.790 0.649 6.762
H -0.432 -1.787 6.884
H -2.160 -1.945 6.688
H -0.876 -0.167 8.820
H -1.627 -1.745 9.101
H -2.597 -0.365 8.548
H 0.686 1.365 7.578
H 1.655 0.922 6.157
H 0.996 -0.340 7.165
O -1.124 -3.712 4.328
C -0.138 -4.358 4.571
O -0.040 -5.010 5.743
C 0.990 -5.958 6.053
C 2.228 -5.268 6.588
C 1.034 -4.378 3.622
H 1.205 -6.597 5.194
H 0.578 -6.609 6.825
H 2.665 -4.596 5.847
H 2.982 -6.002 6.876
H 1.976 -4.661 7.459
H 1.665 -3.510 3.814
H 0.650 -4.322 2.604
H 1.631 -5.285 3.676
O -2.251 -2.172 -3.608
C -3.081 -2.819 -4.193
O -3.499 -3.989 -3.677
C -4.614 -4.738 -4.181
C -4.195 -5.645 -5.319
C -3.598 -2.387 -5.541
H -5.438 -4.077 -4.453
H -4.969 -5.346 -3.348
H -3.820 -5.074 -6.170
H -5.037 -6.252 -5.655
H -3.388 -6.306 -5.000
H -2.913 -2.734 -6.315
H -3.636 -1.298 -5.560
H -4.605 -2.733 -5.760
*
```

Calculated values
HOMO: -11.206 eV
calculated total energy: -99857.2555 eV
lowest unoccupied orbital energy: -0.151 Eh

=====

(3)
Molecular formula: C30H59BCl20N3O4P
Method: DFT, ωB97M-V/def2-TZVPD

Structure (ORCA input):
```
! RIJCOSX wB97M-V def2-TZVPD def2/J DEFGRID3
* xyz 0 1
C 3.215 -2.124 -1.460
C 2.892 -0.486 -1.555
O 2.425 -0.253 -2.931
C 1.361 0.761 -2.998
C 0.233 0.490 -4.168
O -0.865 -0.403 -3.770
C -1.742 0.232 -2.747
C -3.314 0.344 -3.176
C -3.513 0.956 -4.701
N -3.495 1.607 -5.845
C -4.219 -0.997 -2.987
C -5.126 -1.150 -4.383
N -5.732 -1.320 -5.526
B -3.415 -2.373 -2.604
N -2.925 -2.729 -1.194
O -3.173 -3.340 -3.728
P -4.087 1.676 -1.981
C -4.060 0.995 -0.156
O -3.145 3.161 -2.067
H 3.619 -2.437 -2.519
H 2.146 -2.622 -1.280
H 3.961 -2.345 -0.576
H 2.092 -0.281 -0.721
H 3.869 0.102 -1.263
H 0.829 0.983 -1.969
H 1.897 1.783 -3.300
H 0.811 -0.072 -5.049
H -0.176 1.491 -4.673
H -1.345 1.356 -2.667
H -1.562 -0.212 -1.653
H -5.013 -0.818 -2.114
H -3.558 -2.196 -0.553
H -3.149 -3.762 -1.101
H -2.922 -2.851 -4.566
H -3.135 0.312 0.061
H -5.024 0.326 0.027
H -4.156 1.903 0.612
H -2.251 3.047 -1.624
Cl 4.560 2.612 -1.737
C 5.506 3.441 -0.476
C 5.065 3.046 0.925
Cl 3.443 3.668 1.320
H 5.416 4.520 -0.637
H 6.552 3.160 -0.629
H 5.753 3.466 1.664
H 5.052 1.959 1.052
Cl -3.201 -4.796 1.326
C -4.041 -6.352 1.110
C -3.644 -7.043 -0.185
Cl -4.251 -6.181 -1.621
H -5.119 -6.165 1.153
H -3.770 -6.979 1.965
H -4.072 -8.050 -0.215
H -2.557 -7.134 -0.277
Cl 0.558 -3.264 0.385
C 1.313 -3.567 1.969
C 1.766 -2.282 2.644
Cl 3.144 -1.530 1.802
H 2.148 -4.260 1.821
H 0.562 -4.067 2.587
H 2.097 -2.495 3.665
H 0.957 -1.547 2.696
Cl 8.760 2.221 -0.133
C 9.706 3.049 1.129
C 9.265 2.655 2.529
Cl 7.643 3.276 2.924
H 9.616 4.129 0.967
H 10.752 2.769 0.975
H 9.953 3.075 3.268
H 9.252 1.568 2.656
Cl -5.518 3.998 -0.250
C -6.811 4.681 -1.266
C -8.163 4.050 -0.976
Cl -8.240 2.351 -1.506
H -6.523 4.552 -2.315
H -6.848 5.754 -1.054
H -8.948 4.587 -1.517
H -8.403 4.084 0.092
Cl 5.765 -3.404 -0.756
C 5.770 -5.056 -0.091
C 4.892 -6.001 -0.895
Cl 3.160 -5.621 -0.721
H 5.452 -5.003 0.955
H 6.808 -5.403 -0.114
H 5.028 -7.028 -0.541
H 5.140 -5.974 -1.961
Cl -13.158 4.872 -3.701
C -12.403 4.569 -2.117
C -11.950 5.853 -1.442
Cl -10.573 6.606 -2.284
H -11.569 3.875 -2.265
H -13.154 4.069 -1.498
H -11.619 5.640 -0.421
H -12.759 6.589 -1.390
Cl 6.357 -4.730 3.752
C 7.323 -6.149 4.227
C 8.141 -6.699 3.070
Cl 7.119 -7.446 1.818
H 6.641 -6.903 4.633
H 7.988 -5.824 5.032
H 8.819 -7.479 3.432
H 8.744 -5.919 2.596
Cl -8.567 7.432 -0.158
C -7.621 8.260 1.103
C -8.062 7.866 2.504
Cl -9.684 8.487 2.898
H -7.711 9.339 0.942
H -6.575 7.980 0.950
H -7.373 8.286 3.243
H -8.075 6.778 2.631
Cl 7.822 -2.792 5.118
C 8.701 -1.405 5.809
C 8.955 -0.316 4.779
Cl 10.132 -0.822 3.541
H 9.635 -1.776 6.242
H 8.083 -1.011 6.621
H 9.371 0.570 5.268
H 8.033 -0.020 4.269
*
```

Calculated values
HOMO: -8.509 eV
calculated total energy: -305135.7487 eV
lowest unoccupied orbital energy: 0.007 Eh
structure (SMILES): CCOCCOC[C@@](C#N)([C@@H](C#N)B(N)O)P(C)O.ClCCCl.ClCCCl.ClCCCl.ClCCCl.ClCCCl.ClCCCl.ClCCCl.ClCCCl.ClCCCl.ClCCCl

=====

(4)
Molecular formula: C30H59N2O2
Method: DFT, ωB97M-V/def2-TZVPD

Structure (ORCA input):
```
! RIJCOSX wB97M-V def2-TZVPD def2/J DEFGRID3
* xyz 1 1
C -3.524 8.297 1.800
C -2.909 6.765 1.530
O -1.767 6.443 2.143
O -3.671 5.927 0.591
C -3.743 4.522 1.021
C -3.123 3.624 -0.235
C -2.548 2.221 0.425
C -1.469 1.445 -0.538
C -0.078 2.271 -0.806
C 1.233 1.556 -0.064
C 2.011 2.656 0.912
C 3.290 3.443 0.214
C 4.090 4.545 1.126
C 5.368 5.434 0.612
N 4.889 6.694 -0.112
C 3.547 4.809 2.650
C 2.219 3.990 3.253
C 1.763 4.396 4.775
C 0.813 3.297 5.534
C 0.607 3.873 7.091
C -0.738 3.220 4.914
N 1.560 2.965 2.355
H -4.580 8.283 2.304
H -3.586 8.785 0.712
H -2.741 8.942 2.423
H -3.240 4.290 2.052
H -4.879 4.187 1.105
H -2.289 4.206 -0.844
H -4.062 3.383 -0.930
H -3.492 1.496 0.512
H -2.107 2.429 1.506
H -1.959 1.167 -1.564
H -1.212 0.419 0.009
H 0.118 2.239 -1.983
H -0.191 3.413 -0.531
H 0.954 0.564 0.491
H 1.970 1.246 -0.948
H 3.606 3.221 -0.912
H 6.015 5.788 1.550
H 6.031 4.843 -0.153
H 4.079 7.127 0.424
H 4.526 6.400 -1.061
H 4.086 5.597 3.332
H 1.232 5.449 4.859
H 2.758 4.494 5.418
H 1.295 2.224 5.640
H 1.533 4.576 7.330
H 0.445 3.020 7.876
H -0.325 4.614 7.007
H -0.796 2.147 4.399
H -1.557 3.229 5.750
H -0.897 4.009 4.059
H 0.744 2.410 2.693
C 1.112 -4.084 1.984
C -0.120 -4.470 1.181
C 0.190 -4.796 -0.283
C 0.766 -3.638 -1.105
C -0.101 -2.376 -1.157
C -1.454 -2.603 -1.813
H 1.575 -3.170 1.600
H 0.839 -3.903 3.028
H 1.859 -4.884 1.964
H -0.869 -3.675 1.247
H -0.571 -5.356 1.644
H -0.725 -5.163 -0.762
H 0.901 -5.631 -0.318
H 0.936 -3.993 -2.129
H 1.754 -3.368 -0.713
H 0.438 -1.610 -1.728
H -0.243 -1.966 -0.152
H -1.335 -2.973 -2.836
H -2.012 -1.662 -1.857
H -2.060 -3.320 -1.253
C -1.249 -6.918 -7.230
C -1.433 -7.852 -6.044
C -1.669 -7.112 -4.724
C -0.515 -6.217 -4.259
C 0.832 -6.922 -4.080
C 0.806 -8.005 -3.012
H -0.361 -6.289 -7.116
H -1.126 -7.499 -8.150
H -2.120 -6.267 -7.356
H -0.571 -8.520 -5.962
H -2.301 -8.493 -6.240
H -1.895 -7.850 -3.945
H -2.569 -6.492 -4.820
H -0.802 -5.753 -3.306
H -0.387 -5.390 -4.968
H 1.580 -6.172 -3.797
H 1.170 -7.349 -5.030
H 0.511 -7.591 -2.044
H 1.802 -8.446 -2.902
H 0.114 -8.811 -3.270
*
```

Calculated values
HOMO: -12.120 eV
calculated total energy: -39123.6781 eV
lowest unoccupied orbital energy: -0.154 Eh